C42H41FN8RuS4 as an isolated structure, computed with the ωB97M-V functional and the def2-TZVPD basis.

## Properties
Multiplicity: 6
Gap between HOMO and LUMO (alpha / beta), eV: 6.46 / 4.92
Max |F|, eV/Å: 0.8
Energy relative to the best compared isomer or geometry (same formula, charge and spin), eV: 0.000
E, Eh: -3850.431290
Net charge: +1

Element x y z (Å)
1 Ru -0.959 -1.012 0.240
2 C 0.038 -4.033 -3.152
3 C -1.067 -4.864 -3.221
4 C -2.160 -4.593 -2.419
5 C -2.128 -3.491 -1.578
6 N -1.048 -2.723 -1.480
7 C 0.008 -2.990 -2.249
8 C -3.273 -3.141 -0.701
9 C -4.509 -3.753 -0.853
10 C -5.518 -3.453 0.038
11 C -5.285 -2.507 1.018
12 C -4.060 -1.861 1.048
13 N -3.064 -2.201 0.226
14 C -3.811 -0.714 1.961
15 C -4.825 -0.165 2.732
16 C -4.566 0.947 3.514
17 C -3.295 1.489 3.499
18 C -2.340 0.876 2.709
19 N -2.577 -0.201 1.960
20 H 0.915 -4.196 -3.764
21 H -1.073 -5.724 -3.879
22 H -3.020 -5.244 -2.452
23 H 0.872 -2.355 -2.115
24 H -4.686 -4.447 -1.661
25 H -6.481 -3.940 -0.039
26 H -6.057 -2.276 1.736
27 H -5.821 -0.581 2.721
28 H -5.351 1.380 4.121
29 H -3.035 2.366 4.076
30 H -1.334 1.260 2.685
31 C 0.810 2.604 3.128
32 C 1.496 1.325 2.616
33 C 0.736 0.035 2.936
34 C 1.929 1.508 1.156
35 C 3.265 1.872 0.985
36 C 3.784 2.202 -0.249
37 C 2.962 2.140 -1.359
38 C 1.622 1.779 -1.269
39 C 0.881 1.670 -2.612
40 C -0.193 2.735 -2.875
41 C 0.339 0.269 -2.899
42 C 1.101 1.475 0.010
43 N -0.293 1.137 0.092
44 C -1.170 2.154 -0.063
45 C -0.822 3.517 0.121
46 C -1.772 4.507 0.034
47 C -3.098 4.194 -0.277
48 C -3.467 2.873 -0.524
49 C -2.515 1.898 -0.416
50 F -2.851 0.639 -0.719
51 H 0.516 2.488 4.175
52 H -0.073 2.874 2.547
53 H 1.499 3.451 3.066
54 H 2.426 1.256 3.181
55 H -0.012 -0.188 2.175
56 H 0.236 0.097 3.907
57 H 1.413 -0.813 2.957
58 H 3.906 1.906 1.859
59 H 4.822 2.488 -0.348
60 H 3.374 2.364 -2.335
61 H 1.663 1.840 -3.351
62 H -1.173 2.441 -2.488
63 H -0.302 2.881 -3.952
64 H 0.077 3.698 -2.436
65 H -0.459 -0.011 -2.216
66 H 1.142 -0.467 -2.825
67 H -0.077 0.221 -3.910
68 H 0.209 3.759 0.342
69 H -1.485 5.537 0.204
70 H -3.839 4.980 -0.348
71 H -4.471 2.598 -0.822
72 S 6.007 -0.493 -1.004
73 C 4.732 -1.061 -0.119
74 S 3.260 -1.593 -0.867
75 C 2.515 -1.883 0.690
76 N 3.298 -1.599 1.665
77 N 4.535 -1.154 1.229
78 C 5.485 -0.872 2.277
79 C 6.852 -1.007 2.079
80 C 7.719 -0.753 3.135
81 C 7.239 -0.373 4.377
82 C 5.869 -0.247 4.567
83 C 4.992 -0.495 3.524
84 S 0.943 -2.596 0.874
85 H 7.241 -1.314 1.123
86 H 8.785 -0.863 2.975
87 H 7.924 -0.184 5.194
88 H 5.478 0.039 5.536
89 H 3.924 -0.414 3.670
90 N -2.550 0.546 -5.420
91 C -2.629 -0.717 -4.958
92 N -1.917 -1.633 -5.648
93 S -3.518 -1.112 -3.595
94 H -2.104 0.775 -6.292
95 H -3.112 1.243 -4.968
96 H -1.535 -1.426 -6.555
97 H -2.057 -2.597 -5.407

Forces on atoms 1 to 6 (eV/Å):
Ru 0.26 -0.73 0.21
C 0.03 0.00 -0.08
C -0.02 -0.04 -0.01
C -0.03 -0.14 -0.13
C 0.00 -0.06 0.12
N 0.09 0.38 -0.19

---

C42H41GeN2O4PS2SeTi as an isolated structure at a distorted geometry, computed with the ωB97M-V functional and the def2-TZVPD basis.

## Properties
Multiplicity: 3
Gap between HOMO and LUMO (alpha / beta), eV: 2.24 / 2.65
Max |F|, eV/Å: 3.8
E, Eh: -8501.044502
Net charge: -2

Element x y z (Å)
1 Ti 1.004 -0.735 1.931
2 C 6.080 -2.181 0.863
3 P 4.732 -2.943 -0.077
4 C 4.468 -2.017 -1.590
5 C 5.005 -0.767 -1.857
6 C 4.214 0.084 -2.666
7 C 3.004 -0.340 -3.181
8 C 2.542 -1.629 -2.981
9 C 3.308 -2.440 -2.190
10 C 5.101 -4.654 -0.390
11 C 5.134 -5.505 0.684
12 C 5.740 -6.744 0.592
13 C 6.255 -7.192 -0.624
14 C 6.138 -6.366 -1.735
15 C 5.525 -5.102 -1.682
16 H 6.931 -2.186 0.227
17 H 6.266 -2.760 1.800
18 H 5.700 -1.151 1.093
19 H 5.977 -0.472 -1.528
20 H 4.524 1.138 -2.900
21 H 2.461 0.303 -3.869
22 H 1.622 -1.981 -3.400
23 H 2.986 -3.456 -2.026
24 H 4.731 -5.178 1.609
25 H 5.773 -7.323 1.551
26 H 6.756 -8.154 -0.655
27 H 6.607 -6.755 -2.642
28 H 5.382 -4.438 -2.584
29 N 4.334 2.344 4.276
30 C 4.044 3.215 3.275
31 O 4.613 4.293 3.276
32 C 3.163 2.766 2.206
33 C 2.715 3.688 1.171
34 C 2.030 3.171 0.103
35 C 1.561 1.875 0.097
36 N 1.904 1.051 1.117
37 C 2.869 1.453 2.005
38 H 4.813 2.752 5.048
39 H 3.708 1.565 4.506
40 H 3.066 4.738 1.208
41 H 1.779 3.771 -0.768
42 H 0.813 1.522 -0.582
43 H 3.326 0.664 2.621
44 O -0.400 -0.158 0.628
45 C -1.269 -0.981 1.137
46 O -0.885 -1.712 2.140
47 C -2.592 -1.232 0.425
48 C -3.643 -0.102 0.823
49 Ge -4.305 1.185 -0.535
50 C -5.854 0.544 -1.490
51 C -6.653 -0.560 -1.073
52 C -7.751 -0.931 -1.829
53 C -8.201 -0.139 -2.844
54 C -7.390 0.882 -3.334
55 C -6.227 1.241 -2.678
56 C -4.792 3.006 0.085
57 C -3.894 3.700 0.871
58 C -4.157 5.014 1.297
59 C -5.394 5.581 1.018
60 C -6.292 4.900 0.209
61 C -6.015 3.621 -0.247
62 C -2.903 1.524 -1.929
63 C -2.993 0.924 -3.183
64 C -2.108 1.254 -4.200
65 C -1.076 2.131 -4.045
66 C -0.915 2.659 -2.799
67 C -1.834 2.452 -1.793
68 H -3.022 -2.219 0.648
69 H -2.481 -1.105 -0.651
70 H -3.266 0.574 1.618
71 H -4.554 -0.589 1.310
72 H -6.382 -1.151 -0.170
73 H -8.349 -1.842 -1.516
74 H -9.200 -0.366 -3.367
75 H -7.656 1.474 -4.179
76 H -5.605 2.095 -3.055
77 H -2.951 3.302 1.211
78 H -3.372 5.530 1.835
79 H -5.764 6.518 1.458
80 H -7.218 5.355 -0.073
81 H -6.740 3.059 -0.790
82 H -3.820 0.235 -3.440
83 H -2.332 0.735 -5.123
84 H -0.415 2.353 -4.854
85 H -0.076 3.322 -2.630
86 H -1.665 3.012 -0.844
87 C -0.321 -2.165 6.182
88 O -0.430 -0.773 5.729
89 C 0.494 -0.302 4.777
90 S 0.385 1.290 4.249
91 S 1.654 -1.398 4.136
92 H -0.953 -2.310 7.037
93 H 0.817 -2.376 6.419
94 H -0.595 -2.839 5.376
95 Se 2.661 -2.146 0.724

Forces on atoms 1 to 6 (eV/Å):
Ti 1.89 0.63 -1.36
C -1.12 0.20 0.92
P 1.00 -1.69 -0.53
C 1.46 -0.36 0.78
C -1.48 0.51 -1.21
C 0.98 0.87 0.13